(1)
{"formula": "C10H18OSi", "method": "ωB97M-V with the def2-TZVPD basis set", "elements": ["C", "C", "C", "C", "C", "C", "C", "C", "C", "C", "O", "Si", "H", "H", "H", "H", "H", "H", "H", "H", "H", "H", "H", "H", "H", "H", "H", "H", "H", "H"], "coordinates": [[-0.946, -1.189, 0.392], [-1.318, -2.474, 0.685], [2.998, -0.665, -0.272], [2.936, 0.920, -0.271], [1.528, -1.097, -0.440], [1.895, 1.457, 0.725], [0.566, -0.725, 0.683], [0.498, 0.776, 0.932], [-2.407, 0.739, -1.974], [-3.160, 0.607, 1.218], [-0.406, 1.338, 0.068], [-1.759, 0.440, -0.207], [-2.217, -2.979, 0.761], [-0.511, -3.109, 1.097], [3.664, -1.067, -1.047], [3.394, -1.005, 0.671], [3.924, 1.342, -0.057], [2.542, 1.313, -1.158], [1.124, -0.504, -1.299], [1.435, -2.186, -0.664], [2.348, 1.459, 1.720], [1.817, 2.394, 0.382], [0.720, -1.156, 1.752], [0.246, 1.010, 2.059], [-1.822, 1.320, -2.641], [-2.543, -0.237, -2.508], [-3.437, 1.225, -1.848], [-3.001, 1.383, 1.870], [-4.208, 0.713, 0.982], [-3.227, -0.399, 1.686]], "multiplicity": 3, "e_tot_ev": -20582.8116, "e_homo_ev": [-5.64, -9.51], "gap_ev": [6.56, 7.50]}

***

(2)
{"formula": "C30H45NO2P2S2Sm", "method": "ωB97M-V with the def2-TZVPD basis set", "elements": ["Sm", "C", "C", "C", "C", "C", "C", "H", "H", "H", "C", "H", "H", "H", "C", "H", "H", "H", "C", "H", "H", "H", "C", "H", "H", "H", "C", "C", "C", "C", "C", "C", "C", "C", "H", "H", "H", "H", "H", "H", "H", "H", "H", "H", "H", "H", "P", "C", "C", "P", "C", "C", "C", "H", "H", "H", "H", "H", "H", "H", "H", "H", "H", "H", "H", "H", "H", "O", "S", "O", "N", "C", "S", "C", "C", "C", "C", "C", "C", "H", "H", "H", "H"], "coordinates": [[-0.420, -0.491, -0.090], [2.112, -0.916, 0.535], [1.677, 0.076, 1.476], [0.461, -1.860, 1.868], [1.364, -2.114, 0.770], [0.644, -0.502, 2.288], [3.190, -0.722, -0.473], [3.360, 0.336, -0.703], [2.958, -1.222, -1.423], [4.154, -1.125, -0.122], [1.450, -3.388, -0.011], [2.248, -3.332, -0.771], [0.508, -3.648, -0.540], [1.684, -4.249, 0.635], [-0.525, -2.822, 2.437], [-0.096, -3.436, 3.251], [-0.892, -3.535, 1.677], [-1.406, -2.322, 2.865], [-0.107, 0.193, 3.366], [0.265, -0.084, 4.365], [-1.178, -0.057, 3.343], [-0.035, 1.284, 3.292], [2.274, 1.426, 1.671], [3.048, 1.431, 2.463], [1.516, 2.167, 1.958], [2.742, 1.801, 0.752], [-0.799, 4.860, -4.849], [0.398, 5.243, -4.380], [0.721, 6.558, -3.741], [-0.426, 7.282, -2.994], [-1.184, 6.453, -1.998], [-2.245, 5.673, -2.248], [-2.930, 5.530, -3.573], [-2.051, 5.685, -4.836], [1.112, 7.251, -4.509], [-1.087, 7.775, -3.720], [1.552, 6.401, -3.032], [-1.848, 6.747, -5.023], [-0.910, 3.904, -5.379], [1.278, 4.617, -4.573], [-2.662, 5.320, -5.679], [-3.418, 4.541, -3.606], [-2.778, 5.191, -1.418], [-3.749, 6.269, -3.646], [0.057, 8.084, -2.410], [-0.841, 6.602, -0.963], [0.270, 1.443, -2.166], [0.168, 1.064, -3.958], [1.398, 2.856, -2.307], [-1.658, 2.065, 0.051], [-1.312, 2.385, -1.772], [-1.394, 3.709, 0.736], [-3.465, 1.862, 0.166], [-0.476, 0.200, -4.169], [1.182, 0.835, -4.332], [-0.211, 1.957, -4.492], [0.906, 3.571, -2.979], [2.352, 2.564, -2.765], [1.579, 3.361, -1.353], [-3.942, 2.672, -0.407], [-3.774, 1.945, 1.224], [-3.825, 0.887, -0.206], [-2.151, 2.114, -2.431], [-1.125, 3.469, -1.907], [-1.776, 3.769, 1.765], [-1.923, 4.452, 0.125], [-0.328, 3.974, 0.736], [-5.440, -3.432, 0.784], [-3.989, -3.505, 0.860], [-3.382, -3.776, 2.142], [-3.233, -2.197, 0.078], [-2.646, -2.574, -1.065], [-2.015, -1.367, -2.115], [-2.594, -4.023, -1.270], [-1.720, -4.762, -2.094], [-1.530, -6.127, -1.839], [-2.278, -6.774, -0.841], [-3.168, -6.059, -0.026], [-3.300, -4.690, -0.254], [-1.240, -4.235, -2.926], [-0.795, -6.687, -2.442], [-2.113, -7.834, -0.664], [-3.710, -6.532, 0.786]], "multiplicity": 6, "e_tot_ev": -95571.9579, "e_homo_ev": [-11.10, -11.06], "gap_ev": [7.66, 7.86], "charge": 1}

***

(3)
{"formula": "H24O12", "method": "ωB97M-V with the def2-TZVPD basis set", "elements": ["O", "H", "H", "O", "H", "H", "O", "H", "H", "O", "H", "H", "O", "H", "H", "O", "H", "H", "O", "H", "H", "O", "H", "H", "O", "H", "H", "O", "H", "H", "O", "H", "H", "O", "H", "H"], "coordinates": [[-1.291, -1.368, -0.491], [-1.126, -0.825, 0.281], [-2.208, -1.201, -0.709], [0.547, -1.888, 0.091], [-0.309, -1.463, 0.036], [0.367, -2.811, -0.088], [-1.211, -0.499, 1.319], [-1.347, 0.085, 2.065], [-0.261, -0.523, 1.203], [-2.402, 0.696, -0.546], [-1.643, 0.257, -0.161], [-2.487, 0.309, -1.417], [1.935, -1.784, -1.085], [1.695, -2.030, -1.978], [1.100, -1.606, -0.652], [-0.332, 1.967, 0.625], [-1.120, 2.217, 0.142], [-0.451, 2.351, 1.493], [0.639, -0.645, 1.604], [1.319, -0.884, 2.234], [0.872, -1.123, 0.808], [2.742, -0.048, -0.229], [2.316, -0.759, -0.707], [3.152, -0.475, 0.523], [2.506, 1.806, -0.754], [2.592, 1.153, -0.060], [2.365, 1.294, -1.550], [-0.316, 1.047, -2.234], [-0.099, 0.646, -1.392], [-1.038, 0.518, -2.573], [-2.623, 1.574, 1.426], [-2.599, 1.068, 2.238], [-1.849, 1.287, 0.941], [-0.029, 0.425, -0.432], [0.842, 0.126, -0.172], [-0.247, 1.107, 0.203]], "multiplicity": 1, "e_tot_ev": -24928.9255, "e_homo_ev": -8.56, "gap_ev": 8.23}

***

(4)
{"formula": "CH9N6", "method": "ωB97M-V with the def2-TZVPD basis set", "elements": ["C", "N", "N", "N", "N", "N", "N", "H", "H", "H", "H", "H", "H", "H", "H", "H"], "coordinates": [[1.778, 1.467, 1.700], [2.369, 2.363, 1.168], [1.075, 0.477, 1.741], [0.941, -0.235, -1.031], [-1.998, -0.408, 0.617], [-0.580, -0.069, -1.170], [-1.150, -1.020, -0.322], [3.250, 2.749, 1.449], [1.015, -0.103, 0.066], [-0.904, -0.183, -2.218], [1.447, 0.444, -1.634], [1.328, -1.229, -1.232], [-2.835, -0.047, 0.119], [-1.428, 0.334, 1.065], [-1.746, -1.810, -0.871], [0.241, 0.117, 2.270]], "multiplicity": 1, "e_tot_ev": -10112.8784, "e_homo_ev": -13.65, "gap_ev": 10.29, "charge": 1}

***

Repeat the fourth record exactly.
{"formula": "CH9N6", "method": "ωB97M-V with the def2-TZVPD basis set", "elements": ["C", "N", "N", "N", "N", "N", "N", "H", "H", "H", "H", "H", "H", "H", "H", "H"], "coordinates": [[1.778, 1.467, 1.700], [2.369, 2.363, 1.168], [1.075, 0.477, 1.741], [0.941, -0.235, -1.031], [-1.998, -0.408, 0.617], [-0.580, -0.069, -1.170], [-1.150, -1.020, -0.322], [3.250, 2.749, 1.449], [1.015, -0.103, 0.066], [-0.904, -0.183, -2.218], [1.447, 0.444, -1.634], [1.328, -1.229, -1.232], [-2.835, -0.047, 0.119], [-1.428, 0.334, 1.065], [-1.746, -1.810, -0.871], [0.241, 0.117, 2.270]], "multiplicity": 1, "e_tot_ev": -10112.8784, "e_homo_ev": -13.65, "gap_ev": 10.29, "charge": 1}